Density functional theory data (the ωB97M-V functional and the def2-TZVPD basis) for a cluster of 10 separate species, C29H68N9O10 in total.

Output
LUMO = 2.05 eV
2S+1 = 1
charge = -1
HOMO level = -2.782 eV
relative energy (zero: lowest compared OMol25 entry of this formula, charge and spin) = 73.2 kcal/mol
E = -65057.7854 eV

Each line ends with the Löwdin charge.
CARTESIAN COORDINATES (ANGSTROEM)
C -8.186 -4.587 13.093  -0.1019
C -8.484 -3.074 12.984  -0.5320
O -9.274 -2.691 11.879  -0.3548
H -9.127 -5.108 13.266  0.0380
H -7.479 -4.732 13.911  0.0257
H -7.669 -4.995 12.224  0.0509
H -7.550 -2.513 12.953  0.0483
H -8.959 -2.671 13.878  0.0347
C -7.410 -9.185 14.171  -0.3075
O -7.802 -10.124 13.480  -0.0133
N -8.221 -8.205 14.701  -0.1977
C -7.770 -7.404 15.817  -0.0525
C -9.583 -8.022 14.419  -0.0813
H -6.356 -9.039 14.453  0.1281
H -8.368 -7.711 16.675  0.0879
H -7.857 -6.387 15.434  0.0688
H -6.688 -7.463 15.929  0.0854
H -9.735 -7.028 13.999  0.0693
H -9.933 -8.627 13.582  0.0922
H -10.341 -8.088 15.199  0.0865
C -7.558 2.270 13.231  -0.3279
O -7.599 1.678 12.125  -0.0133
N -7.288 1.685 14.418  -0.1582
C -7.532 2.440 15.662  -0.0601
C -7.194 0.185 14.505  -0.0144
H -7.751 3.353 13.272  0.1262
H -7.514 3.527 15.593  0.0808
H -6.775 2.162 16.394  0.0828
H -8.545 2.208 15.991  0.0636
H -7.051 -0.311 13.544  0.0713
H -6.449 -0.233 15.182  0.0676
H -8.079 -0.248 14.971  0.0580
C -5.154 -2.936 9.583  -0.3728
O -6.366 -3.057 9.550  0.0279
N -4.507 -2.087 10.390  -0.1673
C -3.044 -2.056 10.585  -0.0721
C -5.180 -0.959 11.072  -0.0294
H -4.478 -3.603 9.025  0.1267
H -2.632 -1.063 10.403  0.0708
H -2.414 -2.709 9.981  0.0775
H -2.684 -2.165 11.608  0.0734
H -4.969 -0.047 10.515  0.0906
H -6.256 -1.110 11.163  0.0832
H -4.779 -0.967 12.086  0.0785
C -2.913 -6.724 9.605  -0.3513
O -2.054 -5.842 9.712  -0.0185
N -3.924 -6.909 10.447  -0.1515
C -4.719 -8.119 10.348  -0.0683
C -4.366 -5.955 11.497  -0.0092
H -2.867 -7.579 8.912  0.1267
H -5.045 -8.589 11.276  0.0857
H -4.235 -8.839 9.688  0.0788
H -5.695 -8.061 9.865  0.0678
H -4.895 -6.433 12.322  0.0724
H -3.582 -5.331 11.928  0.0851
H -5.186 -5.367 11.087  0.0817
C -8.591 -6.477 8.407  -0.3119
O -8.352 -5.419 9.037  0.0174
N -8.683 -7.690 8.998  -0.1821
C -8.989 -8.857 8.145  -0.0698
C -8.475 -7.887 10.441  -0.0507
H -8.495 -6.681 7.329  0.1230
H -9.948 -9.332 8.350  0.0755
H -8.218 -9.613 8.295  0.0784
H -9.141 -8.633 7.089  0.0745
H -8.294 -8.877 10.858  0.0802
H -7.642 -7.316 10.852  0.0612
H -9.323 -7.402 10.924  0.0898
C -3.638 -1.795 16.061  -0.2938
O -2.590 -1.651 15.342  -0.0601
N -4.323 -2.967 16.217  -0.1755
C -3.974 -4.223 15.537  -0.0313
C -5.498 -2.997 17.106  -0.0607
H -4.167 -0.976 16.572  0.1179
H -3.476 -4.036 14.586  0.0826
H -4.866 -4.783 15.255  0.0720
H -3.378 -4.855 16.195  0.0891
H -5.384 -3.752 17.884  0.0842
H -5.707 -2.050 17.603  0.0871
H -6.363 -3.380 16.565  0.0603
C -8.943 -3.784 17.431  -0.3037
O -8.325 -4.133 18.447  -0.0273
N -10.116 -4.415 17.111  -0.1741
C -10.955 -3.851 16.099  -0.0723
C -10.521 -5.640 17.787  -0.0492
H -8.659 -2.915 16.817  0.1288
H -11.970 -3.627 16.428  0.0904
H -11.041 -4.560 15.276  0.0871
H -10.557 -2.983 15.574  0.0526
H -11.159 -6.263 17.160  0.0812
H -9.678 -6.314 17.942  0.0668
H -11.017 -5.511 18.749  0.0888
C -13.316 0.592 14.421  -0.3421
O -14.226 1.400 14.193  -0.0220
N -12.053 0.873 14.767  -0.1780
C -10.987 -0.106 14.913  -0.0446
C -11.821 2.180 15.237  -0.0680
H -13.532 -0.471 14.230  0.1252
H -10.560 -0.148 15.915  0.0850
H -10.163 0.125 14.238  0.0886
H -11.233 -1.135 14.652  0.0733
H -12.390 2.982 14.769  0.0938
H -12.077 2.167 16.296  0.0982
H -10.777 2.487 15.170  0.0747
C -12.967 -0.836 9.296  -0.3396
O -11.981 -1.437 8.821  -0.0063
N -13.437 -0.939 10.543  -0.1693
C -14.614 -0.213 10.991  -0.0728
C -12.794 -1.770 11.572  -0.0413
H -13.431 -0.028 8.711  0.1260
H -14.399 0.824 11.250  0.0804
H -15.001 -0.601 11.933  0.0760
H -15.435 -0.220 10.274  0.0799
H -12.355 -1.150 12.353  0.0621
H -13.460 -2.513 12.010  0.0825
H -11.931 -2.388 11.322  0.0743

=====

Density functional theory data (the ωB97M-V functional and the def2-TZVPD basis) for an isolated molecule of C7H10O3.

Output
LUMO = 0.60 eV
2S+1 = 1
HOMO level = -8.320 eV
relative energy (zero: lowest compared OMol25 entry of this formula, charge and spin) = 111.5 kcal/mol
E = -13558.4816 eV

Each line ends with the natural charge from an NBO analysis.
CARTESIAN COORDINATES (ANGSTROEM)
C 2.040 0.831 0.623  -0.5664
C -0.128 -0.619 0.978  0.2445
C 2.338 -0.050 -0.309  0.7019
C 0.718 1.762 0.571  -0.0229
C -0.694 0.035 -0.324  0.1164
C -0.282 -0.715 -1.534  -0.6417
C -2.188 -0.015 0.096  -0.6196
O 2.830 -0.710 -1.134  -0.4621
O -0.260 1.410 -0.322  -0.5329
O -0.016 -1.931 0.772  -0.7084
H 2.291 0.610 1.656  0.2770
H 0.403 1.766 1.584  0.1807
H 1.107 2.733 0.367  0.1938
H -0.978 -0.367 -2.348  0.2141
H -0.620 -1.706 -1.320  0.2261
H 0.730 -0.545 -1.699  0.2205
H -2.705 0.799 -0.302  0.2351
H -2.179 0.135 1.202  0.2319
H -2.464 -1.017 -0.149  0.2124
H 0.056 -2.408 1.593  0.4994

=====

Density functional theory data (the ωB97M-V functional and the def2-TZVPD basis) for a structure of composition C31H57BN5O19V.

Output
LUMO = 3.88 eV
2S+1 = 1
charge = -2
HOMO level = -3.746 eV
relative energy (zero: lowest compared OMol25 entry of this formula, charge and spin) = 0.0 kcal/mol
E = -105787.7358 eV

Each line ends with the Löwdin charge.
CARTESIAN COORDINATES (ANGSTROEM)
O -2.760 -0.643 -2.358  -0.3277
V -1.934 -0.085 -1.089  0.9597
O -0.445 -0.251 -1.339  -0.2760
N -3.124 -2.245 1.306  -0.5608
O -2.950 -3.349 1.844  -0.0112
O -2.607 -1.987 0.169  -0.1170
O -3.871 -1.400 1.830  -0.0120
N -2.719 3.214 -1.620  -0.5453
O -3.913 3.538 -1.502  -0.0031
O -2.361 2.016 -1.399  -0.1339
O -1.857 4.061 -1.930  -0.0115
O -1.589 0.734 0.922  0.0539
C -0.970 0.940 1.952  -0.3013
O 0.106 1.682 2.004  0.2386
B 0.588 1.800 3.433  -0.8625
O -0.425 1.031 4.168  0.2451
C -1.328 0.509 3.394  -0.3821
O -2.273 -0.128 3.772  0.1723
O 0.597 3.216 3.823  0.2458
C 1.753 3.525 4.369  -0.4054
O 2.053 4.586 4.822  0.1503
C 2.650 2.277 4.278  -0.3850
O 1.941 1.317 3.676  0.2155
O 3.792 2.232 4.602  0.1618
C 1.535 -2.239 0.124  -0.0242
C 1.865 -3.405 1.080  -0.4828
C 2.842 -4.367 0.350  -0.1565
C 4.274 -3.911 0.383  -0.2028
C 4.771 -3.693 1.806  -0.1511
C 3.889 -2.701 2.568  -0.4955
N 2.440 -2.952 2.375  -0.0996
O 1.597 -2.056 3.032  0.0069
C 4.300 -2.892 4.044  -0.0387
C 4.257 -1.272 2.181  -0.0320
C 0.612 -4.230 1.398  -0.0290
H 2.348 -1.528 -0.015  0.0612
H 0.653 -1.773 0.581  0.0725
H 1.193 -2.530 -0.870  0.0887
H 2.772 -5.412 0.671  0.1127
H 2.500 -4.394 -0.689  0.1138
H 4.302 -2.939 -0.128  0.1097
H 4.902 -4.588 -0.205  0.1078
H 5.777 -3.290 1.661  0.1116
H 4.881 -4.705 2.208  0.1174
H 5.366 -2.689 4.123  0.0819
H 3.774 -2.150 4.652  0.0778
H 3.951 -3.859 4.404  0.0824
H 3.672 -0.827 1.371  0.0557
H 3.890 -0.575 2.940  0.0749
H 5.320 -1.142 1.986  0.0904
H 0.193 -4.785 0.556  0.0886
H -0.136 -3.615 1.892  0.0731
H 0.958 -5.049 2.036  0.0793
H 1.728 -1.197 2.587  0.0850
C -5.612 0.633 0.105  -0.0201
C -6.405 0.125 -1.117  -0.4925
C -5.938 1.011 -2.290  -0.1380
C -6.391 0.490 -3.655  -0.1781
C -5.744 -0.878 -3.774  -0.1539
C -6.216 -1.883 -2.693  -0.5090
N -6.060 -1.276 -1.381  -0.0881
O -6.359 -2.130 -0.302  -0.0014
C -7.663 -2.319 -3.011  -0.0350
C -5.278 -3.071 -2.900  -0.0422
C -7.887 0.343 -0.844  -0.0341
H -5.874 1.662 0.363  0.0889
H -4.533 0.639 -0.051  0.0614
H -5.852 0.024 0.977  0.0745
H -6.268 2.043 -2.164  0.1181
H -4.850 1.027 -2.358  0.0934
H -6.133 1.172 -4.468  0.1068
H -7.484 0.417 -3.729  0.0916
H -4.660 -0.777 -3.713  0.0923
H -5.945 -1.286 -4.771  0.1150
H -7.745 -2.990 -3.870  0.0728
H -7.942 -2.954 -2.163  0.0788
H -8.327 -1.471 -3.153  0.0540
H -5.577 -3.961 -2.328  0.0795
H -5.315 -3.421 -3.931  0.0790
H -4.271 -2.844 -2.546  0.0780
H -8.510 0.104 -1.710  0.0583
H -8.104 1.395 -0.649  0.0811
H -8.171 -0.303 -0.011  0.0834
H -5.493 -2.502 -0.084  0.0969
C 6.149 2.594 -0.130  -0.0345
C 4.868 3.418 -0.007  -0.4981
C 4.828 4.626 -0.937  -0.1393
C 4.577 4.148 -2.369  -0.1978
C 3.216 3.471 -2.433  -0.1363
C 3.118 2.295 -1.424  -0.5036
N 3.614 2.668 -0.132  -0.0988
O 3.543 1.628 0.792  -0.0025
C 1.607 2.041 -1.349  -0.0329
C 3.771 1.041 -2.061  -0.0171
C 4.893 3.986 1.448  -0.0318
H 6.993 2.874 0.499  0.0777
H 6.503 2.424 -1.153  0.0646
H 5.914 1.563 0.164  0.0801
H 3.959 5.227 -0.643  0.1243
H 5.658 5.327 -0.832  0.1151
H 5.317 3.408 -2.701  0.0906
H 4.764 4.947 -3.094  0.1042
H 3.167 3.103 -3.462  0.1178
H 2.429 4.224 -2.365  0.1225
H 1.116 2.885 -0.866  0.0996
H 1.247 1.790 -2.345  0.0906
H 1.392 1.160 -0.740  0.0585
H 4.791 1.250 -2.391  0.0652
H 3.747 0.196 -1.372  0.0696
H 3.220 0.735 -2.952  0.0821
H 3.889 4.264 1.777  0.0857
H 5.570 4.832 1.557  0.0796
H 5.164 3.193 2.148  0.0734
H 2.801 1.841 1.367  0.0932

=====

Density functional theory data (the ωB97M-V functional and the def2-TZVPD basis) for a structure of composition C4H5NO.

Output
LUMO = 0.85 eV
2S+1 = 1
HOMO level = -10.353 eV
relative energy (zero: lowest compared OMol25 entry of this formula, charge and spin) = 49.6 kcal/mol
E = -7764.3736 eV

Each line ends with the natural charge from an NBO analysis.
CARTESIAN COORDINATES (ANGSTROEM)
N -1.418 1.502 -1.835  -0.3144
C -0.537 1.068 -1.221  0.2672
C 0.472 0.355 -0.429  -0.3761
C 0.230 0.371 1.102  -0.0440
O 0.156 -1.044 1.198  -0.5182
C -0.013 -1.192 -0.196  -0.0301
H 1.467 0.749 -0.703  0.2592
H -0.722 0.837 1.373  0.1851
H 1.045 0.758 1.717  0.1920
H -1.057 -1.133 -0.531  0.1708
H 0.341 -2.203 -0.476  0.2085

=====

Density functional theory data (the ωB97M-V functional and the def2-TZVPD basis) for an isolated molecule of C6H6N4.

Output
LUMO = 0.92 eV
2S+1 = 1
HOMO level = -8.626 eV
relative energy (zero: lowest compared OMol25 entry of this formula, charge and spin) = 80.2 kcal/mol
E = -12276.2843 eV

Each line ends with the natural charge from an NBO analysis.
CARTESIAN COORDINATES (ANGSTROEM)
N -1.863 1.235 1.185  -0.8075
C -0.569 0.986 0.764  0.4237
N 0.448 1.717 0.929  -0.5158
C 1.678 1.342 0.375  -0.0440
C 1.805 0.337 -0.372  -0.0857
N 0.784 -0.546 -0.550  -0.3230
C 0.508 -1.746 -1.248  -0.0742
C -0.760 -2.144 -0.989  -0.0335
N -1.385 -1.125 -0.277  -0.4576
C -0.455 -0.313 -0.053  0.2895
H -1.796 2.170 1.847  0.4030
H -2.316 0.368 1.470  0.4142
H 2.236 2.217 0.593  0.2277
H 2.798 0.269 -0.646  0.2279
H 1.266 -2.085 -1.755  0.1956
H -1.314 -2.676 -1.375  0.1599

=====

Density functional theory data (the ωB97M-V functional and the def2-TZVPD basis) for a structure of composition C32H30BrCl3F5N3O2RuSSi.

Output
⟨S²⟩ = 8.767
LUMO (alpha / beta) = 2.22 / 1.31 eV
2S+1 = 6
charge = -1
HOMO level (alpha / beta) = -4.532 / -4.883 eV
relative energy (zero: lowest compared OMol25 entry of this formula, charge and spin) = 14.2 kcal/mol
E = -184734.4075 eV

Each line ends with the Mulliken spin population.
CARTESIAN COORDINATES (ANGSTROEM)
Ru -1.630 -1.053 -0.508  3.8648
O -1.713 -5.268 0.437  0.0498
C -1.804 -4.040 0.405  0.0197
N -1.381 -3.212 -0.555  0.1571
C -0.734 -3.834 -1.680  -0.0163
C 0.253 -2.884 -2.288  0.0294
C 1.189 -3.296 -3.235  0.0098
C 2.025 -2.361 -3.805  -0.0059
C 1.929 -1.031 -3.404  0.0036
C 0.990 -0.702 -2.451  -0.0017
N 0.167 -1.612 -1.915  0.0801
C -2.432 -3.316 1.563  0.0186
C -3.284 -3.960 2.439  0.0002
C -3.854 -3.220 3.459  0.0065
C -3.519 -1.881 3.593  0.0006
C -2.642 -1.324 2.679  0.0075
N -2.117 -2.028 1.675  0.0167
H -1.461 -4.107 -2.444  0.0034
H -0.232 -4.758 -1.382  0.0061
H 1.231 -4.340 -3.520  0.0001
H 2.742 -2.657 -4.562  -0.0004
H 2.563 -0.263 -3.826  0.0005
H 0.866 0.316 -2.106  -0.0085
H -3.497 -5.007 2.281  0.0008
H -4.558 -3.680 4.142  0.0004
H -3.945 -1.265 4.374  0.0000
H -2.339 -0.286 2.741  0.0023
C 0.293 5.804 2.772  0.0016
C 1.534 5.080 2.231  0.0001
C 2.094 5.861 1.034  0.0015
C 2.596 5.056 3.329  0.0008
C 1.133 3.671 1.788  0.0170
C 0.227 3.503 0.743  -0.0157
C -0.165 2.233 0.386  -0.0112
Br -1.334 1.994 -1.075  0.0816
C 0.259 1.054 1.025  0.0393
O -0.234 -0.122 0.704  0.2008
C 1.231 1.216 2.031  0.0058
C 1.615 2.513 2.383  -0.0094
C 1.927 0.052 2.766  0.0110
C 3.443 0.168 2.532  0.0021
C 1.513 -1.354 2.314  -0.0165
C 1.637 0.158 4.271  0.0021
H 0.547 6.817 3.099  0.0001
H -0.124 5.259 3.621  -0.0003
H -0.484 5.875 2.009  -0.0002
H 2.448 6.846 1.352  0.0000
H 1.338 6.008 0.261  -0.0002
H 2.931 5.322 0.585  -0.0003
H 2.867 6.080 3.595  0.0000
H 3.502 4.543 2.998  0.0000
H 2.229 4.561 4.232  0.0000
H -0.178 4.349 0.201  -0.0063
H 2.346 2.613 3.175  -0.0010
H 3.663 0.136 1.462  -0.0004
H 3.961 -0.665 3.015  0.0001
H 3.853 1.098 2.931  0.0000
H 1.715 -1.518 1.256  -0.0017
H 0.454 -1.545 2.476  0.0054
H 2.092 -2.079 2.894  0.0012
H 1.996 1.100 4.692  0.0002
H 2.125 -0.661 4.806  0.0000
H 0.562 0.094 4.455  -0.0004
Cl -4.708 0.565 1.023  0.0200
Si -4.118 -0.581 -0.662  0.1643
Cl -5.180 -2.364 -0.359  0.0149
Cl -5.188 0.372 -2.156  0.0233
F 0.422 -2.410 -8.354  0.0010
C -0.150 -1.974 -7.221  0.0187
C -0.782 -2.853 -6.368  -0.0052
F -0.818 -4.160 -6.673  -0.0005
C -1.378 -2.389 -5.211  0.0268
F -1.994 -3.302 -4.451  0.0031
C -1.386 -1.046 -4.836  0.0000
S -2.203 -0.419 -3.429  0.1874
C -0.716 -0.195 -5.721  -0.0008
F -0.623 1.114 -5.453  0.0005
C -0.118 -0.635 -6.887  -0.0059
F 0.511 0.230 -7.699  0.0001